# 1
Entry from the OMol25 dataset: an isolated ion of composition C4H8NO and charge +1 at a distorted geometry (ωB97M-V/def2-TZVPD).

Each line ends with the Löwdin charge.
Geometry (Å):
C 1.2002 -0.1220 0.3723  -0.02
H 0.2033 1.1374 1.9520  0.13
H 1.0519 -1.1024 -0.1028  0.13
C 0.1916 0.2264 1.4324  -0.17
H -0.6933 -1.9960 0.1684  0.11
H -0.9410 1.6404 -1.6985  0.10
H -2.3426 -1.7926 1.2316  0.10
C -1.3485 -1.4586 0.9352  0.05
H 1.1477 1.9027 -0.3619  0.20
O -0.8200 -0.4784 1.6117  -0.01
C -0.2987 0.8412 -1.4065  0.12
N 0.6615 0.9896 -0.5634  0.03
H -0.7328 -0.0925 -1.7478  0.11
H 2.1878 0.3264 0.4430  0.13

ΔE to the lowest compared entry with this formula, charge and spin   4.9505 eV
HOMO (alpha / beta)   -12.342 / -11.983 eV
Kohn-Sham gap (alpha / beta)   7.388 / 6.982 eV
E_LUMO (alpha / beta)   -5.0 / -5.0 eV
DFT total energy   -7803.1523 eV
Total charge   +1

# 2
Entry from the OMol25 dataset: a 2-piece molecular cluster, C4H8NO overall at a distorted geometry (ωB97M-V/def2-TZVPD).

Each line ends with the Löwdin charge.
Geometry (Å):
C 0.2885 -0.0860 -0.2236  -0.06
H 3.4489 0.6108 0.0904  0.12
H 1.8182 -1.4813 0.0307  0.14
C 1.6511 -0.4727 -0.3834  -0.16
C -4.0107 -0.3903 -0.0862  0.02
O -3.2287 0.4719 0.2528  0.02
H -3.6272 -1.2051 -0.6963  0.10
N -0.8287 0.1165 0.0507  0.34
H 2.0584 1.6168 0.1119  0.06
H 2.0693 0.6185 1.5446  0.12
H 1.8708 -0.2853 -1.5568  0.20
H -1.9405 0.1175 0.0085  0.03
C 2.3645 0.6668 0.4436  -0.07
H -5.0981 -0.3811 0.1649  0.13

ΔE to the lowest compared entry with this formula, charge and spin   1.8422 eV
HOMO   -15.908 eV
Kohn-Sham gap   11.863 eV
E_LUMO   -4.0 eV
DFT total energy   -7806.2606 eV
Total charge   +1

# 3
Entry from the OMol25 dataset: an isolated ion of composition C4H8NO and charge +1 at a distorted geometry (ωB97M-V/def2-TZVPD).

Each line ends with the Löwdin charge.
Geometry (Å):
H 2.7890 -1.2311 0.2659  0.18
H -0.8825 -1.2605 -0.3910  0.13
H -3.3152 0.1356 -0.9810  0.09
H -2.9898 0.8290 0.5961  0.09
H 3.5631 0.3340 0.6445  0.15
C -1.3728 -0.3029 -0.2304  -0.09
H 3.5766 -0.2378 -0.8303  0.19
C 1.8373 0.6884 -0.2967  0.03
O 0.8159 0.0877 0.1097  -0.03
H -0.4494 1.6204 0.3899  0.14
C -2.8236 -0.0683 -0.0308  -0.07
N 2.9841 -0.2331 0.0530  0.18
H -3.2644 -0.9371 0.5433  0.11
C -0.4684 0.5756 0.1579  -0.10

ΔE to the lowest compared entry with this formula, charge and spin   3.4497 eV
HOMO   -13.952 eV
Kohn-Sham gap   9.444 eV
E_LUMO   -4.5 eV
DFT total energy   -7804.6531 eV
Total charge   +1

# 4
Entry from the OMol25 dataset: an isolated ion of composition C4H8NO and charge +1 at a distorted geometry (ωB97M-V/def2-TZVPD).

Each line ends with the Löwdin charge.
Geometry (Å):
N -1.1422 -0.2493 -0.0481  0.09
C 1.5961 -0.5015 0.2306  -0.33
C -2.1556 -0.9610 -0.1009  0.11
H -0.5165 1.3583 1.0503  0.12
H -2.1032 -2.0003 -0.2719  0.09
H -3.2609 -0.8275 0.1622  0.15
C 1.0411 0.7697 -0.3701  -0.05
H 1.5723 1.6944 0.1183  0.17
O 1.0414 -1.6628 0.0086  0.18
H 1.1748 0.7261 -1.4862  0.14
H 1.7313 -0.4270 1.3158  0.16
H 2.5034 -0.6414 -0.2334  0.15
C -0.5051 0.9600 0.0801  -0.14
H -0.9769 1.7623 -0.4553  0.15

ΔE to the lowest compared entry with this formula, charge and spin   6.3794 eV
HOMO (alpha / beta)   -14.402 / -14.712 eV
Kohn-Sham gap (alpha / beta)   6.121 / 6.538 eV
E_LUMO (alpha / beta)   -8.3 / -8.2 eV
DFT total energy   -7801.7234 eV
Total charge   +1